(1)
This record from OMol25 describes a cluster of 2 separate species, C9H14 in total in a non-equilibrium geometry. The level of theory is the ωB97M-V functional and the def2-TZVPD basis.

Structure (XYZ):
```
23
Properties=species:S:1:pos:R:3
C 2.691 1.091 -0.379
C 1.773 2.076 -1.087
H 3.116 0.408 -1.117
H 3.507 1.617 0.105
H 2.132 0.488 0.338
H 0.812 1.683 -1.387
H 2.298 2.554 -1.923
H 1.501 2.995 -0.547
C -2.384 -1.231 2.199
C -1.351 0.063 -1.194
C -0.146 -0.593 -1.421
C -1.940 0.049 0.049
C -1.550 -0.909 0.994
C 0.299 -1.431 -0.421
C -0.419 -1.669 0.755
H -1.723 0.756 -1.947
H 0.522 -0.354 -2.234
H -2.810 0.563 0.442
H 1.304 -1.831 -0.401
H -2.065 -0.781 3.149
H -2.179 -2.240 2.559
H 0.024 -2.393 1.426
H -3.413 -0.911 2.040
```

Summary:
**HOMO-LUMO gap**: 9.986 eV
**SMILES**: Cc1ccccc1.CC
**Strongest force on any atom**: 2.15 eV/A
**Charge**: 0
**Energy above the lowest of the compared OMol25 structures with the same formula, charge and spin**: 21.4 kcal per mole
**LUMO energy**: 1.0 eV


(2)
This record from OMol25 describes a cluster of 2 separate species, C9H14 in total in a non-equilibrium geometry. The level of theory is the ωB97M-V functional and the def2-TZVPD basis.

Structure (XYZ):
```
23
Properties=species:S:1:pos:R:3
C 1.535 -0.019 -2.256
C -2.230 -0.572 -0.180
C -1.995 -1.300 -1.386
C -1.368 0.322 0.328
C -0.722 -1.229 -1.882
C -0.172 0.572 -0.414
C 0.195 -0.159 -1.495
H -3.226 -0.546 0.284
H -2.766 -1.901 -1.804
H -1.524 0.918 1.204
H -0.327 -2.025 -2.475
H 0.576 1.242 0.004
H 1.955 -0.945 -2.617
H 2.314 0.241 -1.581
H 1.154 0.714 -2.982
C 2.473 0.787 2.994
C 0.927 1.056 2.976
H 2.906 1.141 2.054
H 3.088 1.499 3.610
H 2.503 -0.259 3.253
H 0.653 2.115 2.951
H 0.388 0.488 2.281
H 0.491 0.955 3.989
```

Summary:
**HOMO-LUMO gap**: 10.019 eV
**SMILES**: Cc1ccccc1.CC
**Strongest force on any atom**: 3.65 eV/A
**Charge**: 0
**Energy above the lowest of the compared OMol25 structures with the same formula, charge and spin**: 39.4 kcal per mole
**LUMO energy**: 1.0 eV


(3)
This record from OMol25 describes a cluster of 2 separate species, C9H14 in total in a non-equilibrium geometry. The level of theory is the ωB97M-V functional and the def2-TZVPD basis.

Structure (XYZ):
```
23
Properties=species:S:1:pos:R:3
C 2.434 0.457 -1.623
C -0.610 2.448 -2.600
C 0.673 1.860 -2.672
C -1.511 2.131 -1.619
C 0.970 0.947 -1.601
C -1.216 1.428 -0.537
C 0.060 0.676 -0.620
H -0.947 3.240 -3.294
H 1.460 2.087 -3.449
H -2.542 2.478 -1.602
H -1.799 1.253 0.364
H 3.039 1.294 -1.318
H 2.849 0.390 -2.586
H 0.249 -0.088 0.164
H 2.578 -0.587 -1.240
C -0.742 -2.632 2.288
C -0.697 -2.269 3.742
H -1.639 -2.599 1.743
H 0.043 -2.098 1.800
H -0.582 -3.716 2.154
H 0.079 -2.766 4.179
H -1.519 -2.717 4.338
H -0.632 -1.217 3.988
```

Summary:
**HOMO-LUMO gap**: 9.999 eV
**SMILES**: Cc1ccccc1.CC
**Strongest force on any atom**: 5.81 eV/A
**Charge**: 0
**Energy above the lowest of the compared OMol25 structures with the same formula, charge and spin**: 38.6 kcal per mole
**LUMO energy**: 1.0 eV


(4)
This record from OMol25 describes a cluster of 2 separate species, C9H14 in total in a non-equilibrium geometry. The level of theory is the ωB97M-V functional and the def2-TZVPD basis.

Structure (XYZ):
```
23
Properties=species:S:1:pos:R:3
C 0.947 -0.931 -0.868
C 1.628 0.612 2.374
C 1.782 0.183 1.122
C 0.397 0.570 3.051
C 0.757 -0.437 0.507
C -0.714 0.210 2.342
C -0.472 -0.367 1.131
H 2.452 1.061 2.901
H 2.613 0.700 0.467
H 0.523 0.837 4.086
H -1.765 0.204 2.750
H 1.414 -0.157 -1.417
H 0.005 -1.304 -1.221
H -1.318 -0.818 0.678
H 1.741 -1.804 -0.828
C -2.267 -0.456 -3.637
C -1.239 0.655 -3.653
H -1.855 -1.445 -3.809
H -2.770 -0.336 -2.738
H -3.022 -0.171 -4.427
H -1.660 1.666 -3.978
H -0.918 0.786 -2.565
H -0.346 0.548 -4.110
```

Summary:
**HOMO-LUMO gap**: 9.889 eV
**SMILES**: Cc1ccccc1.CC
**Strongest force on any atom**: 4.62 eV/A
**Charge**: 0
**Energy above the lowest of the compared OMol25 structures with the same formula, charge and spin**: 41.1 kcal per mole
**LUMO energy**: 1.0 eV


What did the third record say?
This record from OMol25 describes a cluster of 2 separate species, C9H14 in total in a non-equilibrium geometry. The level of theory is the ωB97M-V functional and the def2-TZVPD basis.

Structure (XYZ):
```
23
Properties=species:S:1:pos:R:3
C 2.434 0.457 -1.623
C -0.610 2.448 -2.600
C 0.673 1.860 -2.672
C -1.511 2.131 -1.619
C 0.970 0.947 -1.601
C -1.216 1.428 -0.537
C 0.060 0.676 -0.620
H -0.947 3.240 -3.294
H 1.460 2.087 -3.449
H -2.542 2.478 -1.602
H -1.799 1.253 0.364
H 3.039 1.294 -1.318
H 2.849 0.390 -2.586
H 0.249 -0.088 0.164
H 2.578 -0.587 -1.240
C -0.742 -2.632 2.288
C -0.697 -2.269 3.742
H -1.639 -2.599 1.743
H 0.043 -2.098 1.800
H -0.582 -3.716 2.154
H 0.079 -2.766 4.179
H -1.519 -2.717 4.338
H -0.632 -1.217 3.988
```

Summary:
**HOMO-LUMO gap**: 9.999 eV
**SMILES**: Cc1ccccc1.CC
**Strongest force on any atom**: 5.81 eV/A
**Charge**: 0
**Energy above the lowest of the compared OMol25 structures with the same formula, charge and spin**: 38.6 kcal per mole
**LUMO energy**: 1.0 eV


Which of these has the highest energy above the lowest of the compared OMol25 structures with the same formula, charge and spin?
number 4


What is the strongest force on any atom in the second record?
3.65 eV/A